Entry 1:
DFT (ωB97M-V/def2-TZVPD) results for C15H37Br6N5O11 as an isolated structure at a distorted geometry.

Computed properties:
Charge ... 0
E ... -17138.36483 a.u.
Lowest unoccupied orbital energy ... -1.5 eV
HOMO level ... -0.32211 Eh
Relative energy (zero: lowest compared OMol25 entry of this formula, charge and spin) ... 247.9 kcal/mol

Each line ends with the Mulliken charge.
Element x y z (Å)
C -4.02 -13.44 11.60  -1.09
N -4.51 -14.86 11.56  0.16
O -5.59 -14.91 10.91  -0.63
O -3.96 -15.71 12.20  0.37
H -2.95 -13.56 11.75  0.75
H -4.46 -12.94 12.46  -0.37
H -4.37 -12.98 10.68  0.20
C -3.30 -11.25 9.63  -0.10
N -2.76 -9.95 9.20  1.01
O -2.09 -9.31 10.04  -0.60
O -2.85 -9.62 8.05  -0.62
H -3.00 -12.07 8.97  -0.23
H -4.36 -11.02 9.53  0.33
H -3.09 -11.38 10.69  0.18
C -4.13 -18.07 12.85  -0.11
N -5.54 -18.12 12.49  0.93
O -6.06 -17.09 12.11  -0.41
O -6.10 -19.21 12.48  -0.62
H -3.80 -18.93 13.43  0.39
H -3.94 -17.15 13.40  -0.67
H -3.47 -17.94 11.99  0.28
C -5.90 -15.26 13.65  -0.70
N -6.79 -15.84 14.73  1.21
O -7.50 -16.76 14.45  -0.61
O -6.80 -15.27 15.81  -0.69
H -6.38 -15.60 12.73  0.58
H -4.93 -15.77 13.73  0.43
H -5.81 -14.18 13.76  0.05
C -2.04 -11.44 14.74  -1.08
N -2.49 -12.39 13.71  0.88
O -3.63 -12.96 13.78  -0.32
O -1.70 -12.51 12.78  -0.60
H -1.43 -12.09 15.36  0.35
H -2.97 -11.04 15.15  0.29
H -1.44 -10.64 14.30  0.31
Br -2.76 -13.80 8.57  -0.05
C -2.34 -15.35 9.61  2.61
C -1.06 -16.03 9.17  -0.76
Br -0.37 -17.24 10.49  -0.10
H -3.16 -16.07 9.67  -0.68
H -2.25 -14.89 10.60  -2.46
H -0.31 -15.30 8.89  0.53
H -1.24 -16.65 8.29  0.50
Br -5.34 -13.34 8.15  -0.09
C -6.77 -14.65 8.60  0.76
C -6.49 -15.98 7.90  -0.72
Br -4.67 -16.69 8.53  -0.02
H -7.69 -14.19 8.23  0.71
H -6.87 -14.69 9.69  -0.42
H -6.65 -15.85 6.83  0.43
H -7.27 -16.58 8.38  0.44
Br 0.32 -13.92 11.55  -0.17
C -0.62 -14.79 13.21  -0.70
C -1.32 -16.10 12.93  0.05
Br -2.23 -16.51 14.60  -0.12
H -1.36 -14.08 13.59  0.05
H 0.08 -14.92 14.03  0.61
H -0.62 -16.90 12.67  0.86
H -2.08 -16.01 12.15  -0.32
C -8.43 -13.68 11.07  -0.46
C -8.44 -12.26 11.60  -0.68
O -7.27 -12.11 12.48  -0.06
C -7.02 -10.85 13.03  -0.72
C -5.87 -10.99 14.01  -0.45
H -7.46 -13.95 10.65  -0.88
H -8.57 -14.39 11.89  0.32
H -9.06 -13.93 10.21  0.57
H -8.49 -11.62 10.72  0.36
H -9.41 -12.11 12.08  0.34
H -6.83 -10.17 12.19  0.37
H -7.90 -10.42 13.51  0.37
H -5.00 -11.44 13.53  -0.10
H -6.27 -11.49 14.89  0.33
H -5.57 -9.96 14.25  0.48



Entry 2:
DFT (ωB97M-V/def2-TZVPD) results for C6H14ClN2O2Zn as an isolated structure at a distorted geometry.

Computed properties:
Charge ... +1
E ... -2736.33369 a.u.
Lowest unoccupied orbital energy ... -6.4 eV
HOMO level ... -0.41588 Eh
Relative energy (zero: lowest compared OMol25 entry of this formula, charge and spin) ... 0.0 kcal/mol

Each line ends with the Mulliken charge.
Element x y z (Å)
Zn 1.74 1.95 -0.36  0.50
Cl -0.23 1.08 -0.23  0.01
C 2.28 -0.92 -2.57  -1.07
C 3.21 -0.44 -1.50  0.89
O 3.02 0.67 -0.91  -0.61
N 4.18 -1.22 -1.11  -0.13
C 5.10 -0.92 -0.02  -0.82
H 1.28 -1.07 -2.16  0.31
H 2.62 -1.83 -3.05  0.36
H 2.19 -0.14 -3.33  0.29
H 4.10 -2.18 -1.42  0.26
H 4.69 -1.23 0.94  0.31
H 5.23 0.16 0.04  0.29
H 6.06 -1.38 -0.22  0.31
C -4.01 -0.75 0.02  -0.93
C -4.30 0.12 1.22  0.70
O -5.34 0.03 1.84  -0.61
N -3.33 1.02 1.55  0.06
C -3.51 2.03 2.58  -0.92
H -3.62 -1.71 0.36  0.25
H -3.30 -0.32 -0.68  0.25
H -4.93 -0.92 -0.53  0.31
H -2.46 1.04 1.05  0.09
H -4.57 2.20 2.74  0.33
H -3.10 2.99 2.25  0.31
H -3.02 1.75 3.51  0.29



Entry 3:
DFT (ωB97M-V/def2-TZVPD) results for one molecule with the formula C4H5NO2 at a distorted geometry.

Computed properties:
SMILES string ... COc1ccno1
Charge ... 0
E ... -360.55600 a.u.
Lowest unoccupied orbital energy ... 0.8 eV
HOMO level ... -0.33686 Eh
Relative energy (zero: lowest compared OMol25 entry of this formula, charge and spin) ... 71.2 kcal/mol

Each line ends with the Mulliken charge.
Element x y z (Å)
C 1.36 0.64 -1.94  -0.55
O 0.05 0.46 -1.47  -0.36
C -0.09 0.03 -0.26  0.74
C 0.75 -0.42 0.64  0.00
C 0.00 -0.69 1.78  -0.60
N -1.27 -0.32 1.62  -0.35
O -1.35 0.14 0.28  -0.19
H 1.84 1.64 -1.47  0.26
H 1.95 -0.33 -1.58  0.24
H 1.24 0.72 -3.10  0.21
H 1.84 -0.71 0.49  0.18
H 0.30 -1.22 2.65  0.40